No. 1
A cluster of 10 separate species, C31H62O28 in total in a non-equilibrium geometry, computed with ωB97M-V/def2-TZVPD.

```
121
Properties=species:S:1:pos:R:3:lowdin_charge:R:1
C -6.1685 -16.3796 17.7865 -0.02
O -6.4937 -16.1479 16.4004 -0.02
C -7.5247 -15.4076 16.0319 -0.59
O -8.2966 -14.8204 16.7665 0.12
O -7.4564 -15.3227 14.6850 -0.03
C -8.5565 -14.9613 13.7976 0.01
H -6.7695 -17.2062 18.1655 0.10
H -6.2343 -15.4643 18.3746 0.10
H -5.1197 -16.6554 17.8958 0.08
H -9.0911 -14.0812 14.1551 0.10
H -9.3085 -15.7482 13.7394 0.06
H -7.9855 -14.7848 12.8861 0.08
C -1.8045 -19.2635 10.5585 0.01
O -2.1050 -18.6694 11.8532 -0.01
C -2.6513 -19.2909 12.8664 -0.58
O -2.9156 -20.4843 12.8209 0.10
O -2.8644 -18.3385 13.8150 -0.02
C -3.6627 -18.6325 15.0006 -0.01
H -2.4968 -20.0863 10.3798 0.06
H -0.8785 -19.8348 10.6227 0.10
H -1.8599 -18.5466 9.7393 0.07
H -3.4431 -19.5885 15.4759 0.09
H -4.7225 -18.7212 14.7618 0.08
H -3.4613 -17.8919 15.7745 0.09
C -11.6126 -23.4918 13.8578 -0.02
O -11.1058 -22.4024 13.0311 -0.01
C -10.2448 -22.6413 12.0195 -0.65
O -9.6329 -23.6925 11.8635 0.10
O -10.0590 -21.5854 11.3740 0.06
C -8.8944 -21.4718 10.4660 0.02
H -11.9141 -24.3706 13.2878 0.10
H -12.3151 -23.2181 14.6450 0.10
H -10.7546 -23.8526 14.4252 0.07
H -7.9034 -21.7755 10.8033 0.09
H -8.7376 -20.4274 10.1966 0.09
H -9.0746 -22.0336 9.5494 0.10
C -8.3241 -25.5685 13.8998 -0.07
O -7.4642 -24.4613 13.9361 -0.01
C -6.1574 -24.7430 13.7286 -0.51
O -5.6267 -25.8460 13.5139 0.10
O -5.6301 -23.4854 13.6815 0.00
C -4.4555 -23.3764 12.9283 -0.08
H -8.0985 -26.1206 14.8122 0.10
H -8.3010 -26.0850 12.9403 0.11
H -9.3650 -25.3283 14.1163 0.06
H -4.5272 -22.4827 12.3085 0.05
H -4.1977 -24.0968 12.1520 0.10
H -3.5878 -23.1723 13.5556 0.10
C -5.8706 -12.1416 11.9727 -0.04
O -7.2641 -12.0416 11.8032 0.01
C -7.8033 -12.6007 10.7368 -0.55
O -7.3588 -13.5016 9.9315 0.04
O -9.0051 -12.0532 10.6488 -0.01
C -10.0550 -12.4424 9.6758 0.01
H -5.6153 -13.1826 11.7745 0.07
H -5.4936 -12.0394 12.9903 0.08
H -5.3499 -11.5860 11.1927 0.11
H -11.0553 -12.2238 10.0497 0.09
H -9.8792 -13.4698 9.3570 0.09
H -9.9564 -11.8297 8.7797 0.09
C -4.5937 -21.4722 5.0063 -0.01
O -4.4308 -21.0214 6.3646 0.00
C -4.3344 -21.9198 7.3010 -0.57
O -4.0795 -23.1646 7.1328 0.06
O -4.4778 -21.2944 8.4377 0.01
C -4.1366 -21.9252 9.5929 -0.09
H -5.6596 -21.6804 4.9136 0.10
H -4.1107 -22.4277 4.8017 0.09
H -4.3321 -20.7585 4.2251 0.09
H -3.1595 -22.4045 9.5329 0.12
H -4.8670 -22.7207 9.7409 0.11
H -4.1881 -21.2447 10.4428 0.07
C -1.9548 -15.3506 12.2804 -0.02
O -1.9595 -14.8911 13.6438 0.02
C -3.0160 -14.1959 14.0474 -0.58
O -4.0179 -14.0224 13.4311 0.12
O -2.7804 -13.5936 15.2677 -0.02
C -3.9308 -12.9725 15.8819 -0.02
H -1.0155 -15.8463 12.0355 0.10
H -2.1267 -14.5550 11.5554 0.10
H -2.7900 -16.0340 12.1272 0.08
H -4.4205 -13.8062 16.3851 0.09
H -4.6590 -12.5212 15.2080 0.08
H -3.5472 -12.2757 16.6272 0.10
C -5.0434 -14.9139 8.5383 0.00
O -4.7523 -15.8604 7.4484 0.04
C -3.9048 -16.8099 7.7346 -0.58
O -3.3490 -17.1023 8.7790 0.10
O -3.7431 -17.4886 6.5642 -0.01
C -2.6830 -18.4301 6.3844 -0.04
H -4.2565 -14.2371 8.8713 0.09
H -5.2605 -15.4768 9.4461 0.07
H -5.8747 -14.2901 8.2100 0.08
H -1.7015 -17.9726 6.2600 0.10
H -2.8923 -18.9907 5.4733 0.08
H -2.6303 -19.1392 7.2105 0.08
C -14.3597 -21.0836 12.6894 -0.06
O -13.2891 -20.4912 13.3480 -0.05
C -12.7106 -19.3217 12.9741 -0.52
O -13.1706 -18.6905 12.0017 0.07
O -11.5886 -19.0931 13.6958 0.00
C -10.8211 -17.8398 13.4726 0.00
H -15.2791 -20.8484 13.2257 0.10
H -14.0101 -22.1115 12.7856 0.09
H -14.5213 -20.8112 11.6464 0.10
H -11.4839 -17.0526 13.1132 0.09
H -10.1047 -18.0742 12.6852 0.09
H -10.3273 -17.4313 14.3543 0.08
C -6.2394 -19.0354 11.8632 -0.18
C -6.0477 -17.7111 12.4345 -0.16
C -6.8336 -16.8469 11.3937 -0.16
O -6.7683 -17.5315 10.1452 -0.12
C -6.0635 -18.7443 10.3997 -0.20
H -7.2169 -19.4760 12.0591 0.11
H -5.5039 -19.7351 12.2602 0.11
H -5.0085 -17.4995 12.6865 0.10
H -6.4433 -17.5765 13.4412 0.10
H -6.4384 -15.8380 11.2753 0.10
H -7.8766 -16.8613 11.7103 0.10
H -5.0298 -18.4448 10.2266 0.11
H -6.2640 -19.5102 9.6505 0.12
```

Summary:
E_HOMO (hartree): -0.3450
Energy relative to the best compared isomer or geometry (same formula, charge and spin) (kcal/mol): 96.8
Lowest unoccupied orbital energy (Eh): 0.0156

***

No. 2
The ion C4H4ClN2O2 with charge +1 in a non-equilibrium geometry, computed with ωB97M-V/def2-TZVPD.

```
13
Properties=species:S:1:pos:R:3:nbo_charge:R:1
O 1.0701 -2.2509 -0.6987 -0.35
C 0.6609 -1.1715 -0.5840 0.75
N 0.7591 -0.0330 -1.3334 -0.63
C 0.1229 1.1472 -1.0052 0.41
N -0.7005 1.0769 -0.0434 -0.51
C -1.0176 -0.3737 0.5898 0.49
O -1.9863 -0.9048 0.1069 -0.50
C -0.1774 -0.6264 1.7343 -0.25
Cl 0.9619 0.5111 2.1842 0.14
H 1.3773 0.2245 -2.0139 0.44
H 0.3665 2.0423 -1.6264 0.26
H -1.2139 1.8666 0.2261 0.45
H -0.2230 -1.5083 2.4636 0.30
```

Summary:
E_HOMO (alpha / beta) (hartree): -0.4972 / -0.4972
Charge: +1
Energy relative to the best compared isomer or geometry (same formula, charge and spin) (kcal/mol): 74.4
Lowest unoccupied orbital energy (alpha / beta) (Eh): -0.2151 / -0.2192

***

No. 3
A structure of composition H28O18S in a non-equilibrium geometry, computed with ωB97M-V/def2-TZVPD.

```
47
Properties=species:S:1:pos:R:3:nbo_charge:R:1
S 0.2765 -0.0386 0.1454 2.78
O -1.0825 -0.2876 -0.4386 -0.99
O 0.4585 1.3004 0.6454 -0.98
O 0.6195 -0.9726 1.1354 -1.03
O 1.1195 -0.3236 -1.0146 -1.03
O -2.2345 -1.6056 -1.8336 -1.02
H -2.0395 -2.6706 -1.9386 0.49
H -1.5715 -0.9146 -1.4366 0.49
O -0.8985 2.7354 1.2024 -1.00
H -1.4465 2.3424 0.6874 0.45
H -0.1475 2.1924 0.8784 0.42
O -2.1635 1.6824 -0.7566 -0.97
H -1.6145 1.0004 -0.4696 0.47
H -2.0325 1.9414 -1.7786 0.51
O -0.0855 -0.9556 3.5074 -1.03
H -0.3355 -1.8466 3.8254 0.47
H 0.2825 -0.8446 2.5574 0.50
O 0.7845 -2.3536 -2.4756 -0.91
H 1.6305 -2.4616 -2.7206 0.46
H 0.8795 -1.4346 -2.0356 0.49
O 0.9805 3.6444 -0.4396 -0.99
H 1.0355 2.7104 -0.1186 0.46
H 0.1655 3.8784 0.0874 0.49
O 0.6485 -3.5526 1.2124 -0.94
H 0.4575 -2.5976 1.0574 0.48
H 0.7495 -3.5956 2.0494 0.44
O -2.0655 -0.9256 1.6374 -1.01
H -1.6475 -0.4876 2.4354 0.50
H -1.6875 -1.0226 0.8574 0.47
O 1.7195 1.6904 -2.3906 -1.03
H 1.3775 2.4134 -1.8956 0.47
H 1.4945 0.7214 -1.9276 0.47
O 3.6435 -0.2626 -0.9056 -1.02
H 2.5595 -0.1056 -1.0356 0.49
H 3.8745 -0.9606 -0.4206 0.45
O 3.0225 -1.7126 2.0274 -1.00
H 2.0355 -1.7616 1.5434 0.50
H 2.8155 -1.1546 2.8664 0.47
O -4.6185 0.6124 -0.8926 -1.02
H -5.0815 1.4624 -0.6176 0.43
H -3.5375 0.9534 -0.6386 0.51
O -0.5805 -1.3106 -3.6566 -1.03
H 0.1575 -1.4796 -3.1456 0.42
H -1.2785 -1.3036 -3.0006 0.46
O 1.4835 2.4564 2.7054 -1.01
H 0.8735 3.1484 3.1584 0.46
H 1.0025 2.0584 1.7624 0.49
```

Summary:
E_HOMO (hartree): -0.1314
Charge: -2
Energy relative to the best compared isomer or geometry (same formula, charge and spin) (kcal/mol): 340.2
Lowest unoccupied orbital energy (Eh): 0.1829